[1]
A single C3H6N2 molecule. Source: OMol25; level of theory: ωB97M-V with the def2-TZVPD basis set.

Last column: natural (NBO) charge in e.
Cartesian coordinates (Å):
1 C -2.000 -0.101 0.075  -0.48
2 C -0.839 0.329 -0.059  0.01
3 C 1.467 0.291 0.115  0.30
4 H -2.846 0.630 0.013  0.21
5 H -2.113 -1.142 -0.170  0.19
6 H -0.717 1.339 -0.121  0.19
7 H 0.243 -1.405 0.267  0.40
8 H 1.233 1.446 0.059  0.13
9 H 2.622 -0.965 -0.120  0.31
10 N 0.308 -0.436 -0.032  -0.63
11 N 2.643 0.014 -0.026  -0.64

Calculated values
E_LUMO ... 0.038 hartree
HOMO ... -8.903 eV
SMILES string ... [H]/N=C\NC=C
HOMO-LUMO gap ... 10.0 eV
Total energy ... -227.34543 Ha
Multiplicity ... 1
Energy relative to the best compared isomer or geometry (same formula, charge and spin) ... 2.161 eV


[2]
A molecular structure, C36H36AsBrN11OSTi. Source: OMol25; level of theory: ωB97M-V with the def2-TZVPD basis set.

Last column: Löwdin spin population.
Cartesian coordinates (Å):
1 Ti 3.208 -2.201 2.042  1.47
2 C 1.016 -0.230 2.195  0.01
3 C 2.239 0.501 2.806  0.01
4 N 3.399 -0.402 3.264  0.02
5 C 3.464 -0.437 4.736  0.00
6 C 2.622 -1.571 5.432  0.00
7 S 2.789 -3.138 4.650  0.01
8 C 1.215 -3.584 3.978  0.02
9 C 0.332 -2.455 3.228  0.01
10 N 1.062 -1.720 2.190  0.03
11 H 0.159 0.246 2.782  0.00
12 H 0.797 0.068 1.143  0.00
13 H 2.593 1.108 1.917  0.00
14 H 1.857 1.070 3.637  0.00
15 H 4.214 0.248 3.028  0.00
16 H 4.499 -0.638 5.019  0.00
17 H 3.297 0.557 5.130  0.00
18 H 3.008 -1.700 6.427  0.00
19 H 1.568 -1.245 5.461  0.00
20 H 1.348 -4.379 3.169  0.01
21 H 0.458 -4.088 4.643  0.00
22 H -0.432 -3.101 2.803  0.00
23 H -0.149 -1.754 3.990  0.00
24 H 0.707 -1.974 1.248  0.00
25 N 6.228 -4.184 1.642  0.01
26 C 6.382 -2.955 2.204  0.01
27 N 7.554 -2.461 2.588  0.00
28 N 7.270 -1.154 2.966  0.01
29 N 5.960 -0.956 2.908  0.01
30 N 5.333 -2.089 2.448  0.01
31 C 5.035 -4.741 1.343  0.01
32 N 4.934 -6.016 0.947  0.00
33 N 3.580 -6.195 0.835  0.01
34 N 3.007 -5.098 1.139  0.02
35 N 3.846 -4.121 1.346  0.02
36 H 7.083 -4.616 1.249  0.00
37 Br 0.656 -3.786 -0.632  0.00
38 C 0.775 -1.910 -0.974  -0.01
39 C -0.291 -1.238 -1.547  0.03
40 C -0.084 -0.001 -2.203  -0.01
41 C 1.139 0.599 -2.212  0.02
42 C 2.250 -0.063 -1.646  -0.01
43 C 3.552 0.496 -1.801  0.08
44 C 4.591 0.009 -1.110  0.01
45 C 4.366 -1.100 -0.283  0.12
46 C 3.088 -1.516 0.129  0.02
47 C 2.031 -1.178 -0.806  0.01
48 H -1.256 -1.657 -1.388  0.00
49 H -0.925 0.517 -2.650  0.00
50 H 1.183 1.548 -2.764  0.00
51 H 3.732 1.307 -2.509  0.01
52 H 5.627 0.389 -1.168  0.00
53 H 5.194 -1.803 -0.188  0.01
54 O -3.503 0.137 -1.070  0.00
55 As -4.035 1.508 -1.903  0.00
56 C -5.030 1.002 -3.474  0.00
57 C -5.205 -0.365 -3.624  0.00
58 C -5.501 -0.870 -4.907  0.00
59 C -5.747 -0.029 -6.024  0.00
60 C -5.530 1.350 -5.777  0.00
61 C -5.348 1.866 -4.556  0.00
62 C -2.481 2.691 -2.450  0.00
63 C -1.592 3.117 -1.462  0.00
64 C -0.584 4.034 -1.729  0.00
65 C -0.357 4.535 -3.059  0.00
66 C -1.220 4.071 -4.066  0.00
67 C -2.286 3.234 -3.716  0.00
68 C -5.081 2.630 -0.603  0.00
69 C -5.880 3.641 -0.989  0.00
70 C -6.809 4.319 -0.119  0.00
71 C -6.677 4.041 1.236  0.00
72 C -5.725 3.019 1.664  0.00
73 C -4.983 2.282 0.789  0.00
74 H -4.907 -1.085 -2.849  0.00
75 H -5.706 -1.946 -4.973  0.00
76 H -6.082 -0.484 -7.001  0.00
77 H -5.585 1.995 -6.638  0.00
78 H -5.284 2.967 -4.500  0.00
79 H -1.777 2.805 -0.476  0.00
80 H 0.044 4.385 -0.913  0.00
81 H 0.532 5.087 -3.258  0.00
82 H -0.996 4.203 -5.115  0.00
83 H -2.954 2.968 -4.469  0.00
84 H -5.860 4.043 -2.027  0.00
85 H -7.531 5.014 -0.601  0.00
86 H -7.145 4.598 2.013  0.00
87 H -5.849 2.620 2.675  0.00
88 H -4.434 1.408 1.186  0.00

Calculated values
E_LUMO (alpha / beta) ... 0.061 / 0.061 hartree
Total charge ... -1
HOMO (alpha / beta) ... -2.073 / -4.050 eV
HOMO-LUMO gap (alpha / beta) ... 3.7 / 5.7 eV
Total energy ... -8128.28645 Ha
Multiplicity ... 3
Energy relative to the best compared isomer or geometry (same formula, charge and spin) ... 0.951 eV


[3]
A molecular structure, C27H20IrN4O2S4. Source: OMol25; level of theory: ωB97M-V with the def2-TZVPD basis set.

Last column: natural (NBO) charge in e.
Cartesian coordinates (Å):
1 Ir 1.172 -0.621 1.312  0.65
2 C 0.176 -3.511 -0.167  -0.65
3 C -0.229 -3.414 1.271  0.27
4 C -1.084 -4.415 1.793  -0.26
5 C -1.466 -4.375 3.094  -0.12
6 C -0.958 -3.365 3.939  -0.11
7 C -1.267 -3.319 5.316  -0.24
8 C -0.690 -2.354 6.097  -0.19
9 C 0.204 -1.427 5.547  -0.25
10 C 0.525 -1.427 4.201  -0.17
11 S 1.691 -0.331 3.543  -0.04
12 C -0.095 -2.406 3.368  0.22
13 N 0.209 -2.422 2.021  -0.45
14 H 0.130 -4.551 -0.491  0.21
15 H 1.187 -3.133 -0.309  0.25
16 H -0.498 -2.931 -0.798  0.23
17 H -1.427 -5.197 1.128  0.21
18 H -2.136 -5.122 3.504  0.21
19 H -1.947 -4.053 5.729  0.20
20 H -0.916 -2.306 7.155  0.20
21 H 0.667 -0.683 6.183  0.22
22 C 3.353 3.838 -1.942  -0.26
23 O 2.102 4.366 -1.519  -0.49
24 C 0.996 3.917 -2.158  0.31
25 C -0.214 4.077 -1.481  -0.24
26 C -1.385 3.597 -2.026  -0.23
27 C -1.370 2.959 -3.266  0.10
28 C -0.191 2.892 -3.981  -0.23
29 C 1.002 3.343 -3.424  -0.29
30 N -2.574 2.392 -3.833  -0.14
31 N -3.188 1.507 -3.213  -0.12
32 C -2.618 0.988 -1.991  -0.03
33 C -3.285 1.165 -0.804  -0.18
34 C -2.696 0.871 0.429  -0.32
35 C -1.397 0.364 0.503  0.38
36 O -0.764 0.177 1.612  -0.70
37 C -0.767 0.037 -0.750  0.05
38 N 0.466 -0.545 -0.668  -0.42
39 C 1.135 -0.822 -1.761  0.05
40 C 0.587 -0.604 -3.037  -0.25
41 C -0.648 -0.038 -3.152  -0.15
42 C -1.362 0.337 -1.990  -0.01
43 H 4.076 4.132 -1.187  0.21
44 H 3.649 4.253 -2.911  0.16
45 H 3.325 2.748 -1.986  0.21
46 H -0.202 4.543 -0.505  0.23
47 H -2.312 3.684 -1.475  0.22
48 H -0.189 2.435 -4.964  0.21
49 H 1.925 3.227 -3.973  0.22
50 H -4.268 1.624 -0.829  0.21
51 H -3.219 1.083 1.352  0.22
52 H 2.125 -1.242 -1.626  0.23
53 H 1.163 -0.880 -3.910  0.22
54 H -1.085 0.137 -4.127  0.22
55 S 5.130 0.684 -0.516  -0.21
56 C 3.736 0.231 0.246  -0.52
57 S 3.306 -1.374 0.753  -0.04
58 S 2.409 1.262 0.675  -0.01

Calculated values
E_LUMO ... 0.084 hartree
Total charge ... -1
HOMO ... -4.315 eV
HOMO-LUMO gap ... 6.6 eV
Total energy ... -3107.65822 Ha
Multiplicity ... 1
Energy relative to the best compared isomer or geometry (same formula, charge and spin) ... 0.000 eV


[4]
4 unconnected molecules or ions with the total composition H10NO3. Source: OMol25; level of theory: ωB97M-V with the def2-TZVPD basis set.

Last column: natural (NBO) charge in e.
Cartesian coordinates (Å):
1 N 0.211 -0.299 -0.149  -0.87
2 H 0.065 0.120 -1.046  0.46
3 H 1.197 -0.166 0.124  0.47
4 H -0.041 -1.280 -0.249  0.44
5 H -0.455 0.139 0.488  0.46
6 H -1.021 1.974 -2.857  0.51
7 H -1.113 2.193 -1.336  0.48
8 O -0.798 1.653 -1.998  -0.97
9 H 3.170 -1.880 1.319  0.50
10 H 3.267 -0.441 1.886  0.49
11 O 2.991 -0.833 0.975  -0.98
12 H -2.953 0.207 1.066  0.49
13 H -2.932 -1.299 1.360  0.51
14 O -2.275 -0.505 1.059  -0.99

Calculated values
E_LUMO ... -0.121 hartree
Total charge ... +1
HOMO ... -15.604 eV
HOMO-LUMO gap ... 12.3 eV
Total energy ... -286.21487 Ha
Multiplicity ... 1
Energy relative to the best compared isomer or geometry (same formula, charge and spin) ... 1.375 eV


[5]
A single C23H22FN3O3 molecule. Source: OMol25; level of theory: ωB97M-V with the def2-TZVPD basis set.

Last column: natural (NBO) charge in e.
Cartesian coordinates (Å):
1 O -1.930 -1.022 1.431  -0.63
2 C -1.910 -1.972 0.668  0.59
3 N -2.990 -2.688 0.321  -0.59
4 H -2.826 -3.426 -0.354  0.43
5 C -4.323 -2.374 0.780  -0.23
6 C -4.738 -0.985 0.358  -0.05
7 C -5.263 -0.089 1.278  -0.18
8 C -5.624 1.190 0.894  -0.28
9 C -5.445 1.562 -0.425  0.40
10 C -4.923 0.691 -1.364  -0.28
11 C -4.573 -0.584 -0.963  -0.18
12 H -4.158 -1.273 -1.685  0.22
13 H -4.795 1.015 -2.385  0.23
14 F -5.786 2.812 -0.808  -0.33
15 H -6.030 1.896 1.601  0.23
16 H -5.384 -0.388 2.308  0.22
17 H -4.346 -2.437 1.874  0.21
18 H -5.010 -3.118 0.369  0.22
19 C -0.659 -2.522 -0.036  0.48
20 O -0.809 -3.439 -0.837  -0.57
21 C 0.604 -1.918 0.275  -0.28
22 C 0.855 -0.888 1.166  0.10
23 N 2.164 -0.571 1.169  -0.34
24 C 2.828 -1.392 0.279  0.11
25 C 4.174 -1.445 -0.054  -0.24
26 C 4.555 -2.388 -0.988  -0.21
27 C 3.626 -3.250 -1.574  -0.22
28 C 2.288 -3.198 -1.245  -0.21
29 C 1.880 -2.258 -0.305  0.01
30 H 1.566 -3.862 -1.693  0.24
31 H 3.969 -3.973 -2.299  0.21
32 H 5.594 -2.460 -1.272  0.21
33 H 4.893 -0.777 0.392  0.24
34 C 2.774 0.473 1.942  -0.30
35 H 2.002 0.967 2.538  0.23
36 H 3.528 0.050 2.615  0.24
37 C 3.504 1.508 1.067  0.67
38 O 4.706 1.670 1.168  -0.62
39 N 2.751 2.203 0.204  -0.43
40 C 1.305 2.194 0.070  -0.22
41 C 1.024 3.211 -1.038  -0.41
42 H 1.034 2.714 -2.009  0.21
43 C 2.203 4.176 -0.937  -0.41
44 C 3.359 3.236 -0.623  -0.22
45 H 3.763 2.783 -1.535  0.20
46 H 4.180 3.703 -0.078  0.23
47 H 2.050 4.875 -0.114  0.20
48 H 2.365 4.741 -1.851  0.22
49 H 0.061 3.699 -0.908  0.22
50 H 0.837 2.505 1.011  0.19
51 H 0.929 1.203 -0.192  0.22
52 H 0.150 -0.380 1.795  0.25

Calculated values
E_LUMO ... 0.000 hartree
HOMO ... -8.330 eV
SMILES string ... O=C(NCc1ccc(F)cc1)C(=O)c1cn(CC(=O)N2CCCC2)c2ccccc12
HOMO-LUMO gap ... 8.3 eV
Total energy ... -1379.56523 Ha
Multiplicity ... 1
Energy relative to the best compared isomer or geometry (same formula, charge and spin) ... 0.000 eV


[6]
A single CH4N2O molecule. Source: OMol25; level of theory: ωB97M-V with the def2-TZVPD basis set.

Last column: natural (NBO) charge in e.
Cartesian coordinates (Å):
1 C 0.468 -0.372 -0.210  0.35
2 N 0.309 1.103 0.032  -0.51
3 N -0.787 0.268 -0.309  -0.52
4 O 0.334 -1.343 0.704  -0.68
5 H 1.088 -0.626 -1.082  0.18
6 H 0.158 1.480 0.930  0.35
7 H -1.046 0.677 -1.178  0.35
8 H -0.524 -1.187 1.113  0.49

Calculated values
E_LUMO ... 0.044 hartree
HOMO ... -9.420 eV
SMILES string ... OC1NN1
HOMO-LUMO gap ... 10.6 eV
Total energy ... -225.16043 Ha
Multiplicity ... 1
Energy relative to the best compared isomer or geometry (same formula, charge and spin) ... 3.580 eV


[7]
A single C5H7NO molecule. Source: OMol25; level of theory: ωB97M-V with the def2-TZVPD basis set.

Last column: natural (NBO) charge in e.
Cartesian coordinates (Å):
1 C 1.277 -0.353 1.488  -0.72
2 C -0.336 0.496 -0.330  -0.03
3 N -1.715 0.923 -0.465  -0.54
4 C -1.361 -0.490 -0.584  -0.08
5 C -0.225 -0.389 -1.542  -0.40
6 C 0.620 0.806 0.767  0.58
7 O 0.878 1.956 1.045  -0.51
8 H 2.288 -0.513 1.097  0.24
9 H 0.711 -1.284 1.394  0.22
10 H 1.370 -0.083 2.543  0.25
11 H -1.891 1.333 -1.385  0.34
12 H -1.765 -1.296 0.013  0.22
13 H -0.382 0.070 -2.522  0.20
14 H 0.530 -1.176 -1.519  0.22

Calculated values
E_LUMO ... 0.034 hartree
HOMO ... -9.819 eV
SMILES string ... CC(=O)[C@@]12C[C@@H]1N2
HOMO-LUMO gap ... 10.7 eV
Total energy ... -324.61369 Ha
Multiplicity ... 1
Energy relative to the best compared isomer or geometry (same formula, charge and spin) ... 3.014 eV


[8]
A molecular structure, C28H31BrF3InN4O5S. Source: OMol25; level of theory: ωB97M-V with the def2-TZVPD basis set.

Last column: Löwdin charge in e.
Cartesian coordinates (Å):
1 In 0.541 -0.365 0.697  0.96
2 C -3.789 -0.803 -2.356  -0.10
3 N -2.440 -1.284 -2.108  -0.21
4 C -2.468 -2.588 -1.460  -0.20
5 C -2.856 -2.534 0.023  -0.14
6 C -1.683 -2.724 1.004  -0.18
7 N -1.186 -1.494 1.615  -0.02
8 C -1.691 -1.116 2.731  -0.09
9 C -1.233 -0.068 3.599  -0.15
10 C -2.109 0.374 4.608  -0.05
11 C -1.731 1.301 5.544  -0.10
12 C -0.418 1.793 5.512  -0.07
13 C 0.472 1.360 4.562  -0.01
14 C 0.106 0.418 3.568  -0.36
15 O 1.001 0.014 2.721  -0.11
16 C -1.676 -1.371 -3.341  -0.21
17 C -1.373 -0.025 -4.001  -0.15
18 C -0.941 1.109 -3.072  -0.18
19 N -0.010 0.746 -2.009  -0.21
20 C 1.200 0.041 -2.379  -0.38
21 C 2.086 -2.136 -1.676  -0.21
22 C 2.779 -2.621 -2.765  -0.03
23 C 3.774 -3.565 -2.571  -0.10
24 C 4.057 -4.001 -1.284  -0.09
25 C 3.335 -3.536 -0.198  0.00
26 C 2.308 -2.601 -0.368  -0.33
27 O 1.528 -2.223 0.627  -0.13
28 H -4.365 -1.507 -2.980  0.09
29 H -3.759 0.161 -2.863  0.08
30 H -4.318 -0.661 -1.414  0.07
31 H -1.474 -3.030 -1.550  0.12
32 H -3.167 -3.255 -1.995  0.12
33 H -3.583 -3.323 0.217  0.11
34 H -3.345 -1.585 0.245  0.08
35 H -0.833 -3.185 0.498  0.11
36 H -2.000 -3.400 1.803  0.12
37 H -2.550 -1.681 3.111  0.15
38 H -3.117 -0.028 4.624  0.11
39 H -2.428 1.639 6.298  0.10
40 H -0.108 2.522 6.252  0.10
41 H 1.491 1.725 4.543  0.12
42 H -2.189 -2.005 -4.087  0.13
43 H -0.731 -1.858 -3.103  0.10
44 H -2.246 0.336 -4.548  0.11
45 H -0.597 -0.206 -4.750  0.11
46 H -1.808 1.533 -2.565  0.08
47 H -0.484 1.905 -3.673  0.13
48 H 1.446 -0.024 -3.444  0.15
49 H 2.557 -2.259 -3.761  0.12
50 H 4.335 -3.940 -3.417  0.10
51 H 4.847 -4.724 -1.121  0.10
52 H 3.534 -3.895 0.804  0.12
53 C 1.980 4.940 2.172  -0.03
54 C 0.783 4.101 1.831  -0.22
55 C -0.502 4.626 1.774  0.00
56 C -1.555 3.836 1.346  -0.08
57 C -1.276 2.527 1.000  -0.70
58 Br -2.637 1.434 0.300  0.89
59 N -0.075 1.987 1.116  0.00
60 C 0.930 2.755 1.530  -0.08
61 H 1.685 5.924 2.531  0.08
62 H 2.588 5.077 1.276  0.09
63 H 2.605 4.460 2.924  0.08
64 H -0.681 5.655 2.062  0.12
65 H -2.561 4.219 1.269  0.10
66 H 1.888 2.259 1.618  0.13
67 F 4.227 0.275 -3.287  0.08
68 C 4.110 0.575 -1.968  -0.68
69 F 4.675 -0.396 -1.257  0.13
70 F 4.883 1.674 -1.771  0.05
71 S 2.321 1.258 -1.496  1.12
72 O 1.062 -1.196 -1.754  -0.08
73 O 2.345 0.701 -0.084  -0.48
74 O 0.518 1.954 -1.480  -0.37

Calculated values
E_LUMO ... 0.000 hartree
HOMO ... -7.660 eV
HOMO-LUMO gap ... 7.7 eV
Total energy ... -5142.63798 Ha
Multiplicity ... 1
Energy relative to the best compared isomer or geometry (same formula, charge and spin) ... 2.395 eV


Among the records above, which one has the lowest total energy? C36H36AsBrN11OSTi